1.
Below is a single C2H2N4O2 molecule in a non-equilibrium geometry, with properties calculated with ωB97M-V/def2-TZVPD.

CARTESIAN COORDINATES (ANGSTROEM)
N 1.3787 -0.5597 1.3052
C 0.5957 -0.0757 0.3856
N -0.5281 -0.8925 0.3565
N -1.4964 -0.7153 -0.4475
C -1.4523 0.6319 -1.2409
O -2.2058 0.7644 -2.2360
O -0.4817 1.4656 -0.8667
N 0.8053 0.9717 -0.2735
H 1.2110 -1.5540 1.5885
H 2.1736 -0.0365 1.4288

SMILES string: Nc1nnc(=O)on1
Lowest unoccupied orbital energy (eV): -1.54
Gap between HOMO and LUMO (Eh): 0.313

---

2.
Below is C5H3N as an isolated structure in a non-equilibrium geometry, with properties calculated with ωB97M-V/def2-TZVPD.

CARTESIAN COORDINATES (ANGSTROEM)
C 0.6553 0.2939 -0.4197
C 1.1306 0.1051 0.9687
C -0.9441 0.3795 -0.7567
C -0.0016 -0.6262 -1.3757
C 0.1432 0.7402 1.7060
N -0.7274 0.5927 0.5272
H 0.2373 -0.6302 -2.4106
H -0.1775 -1.7539 -0.9260
H -0.3159 0.8989 2.6869

Lowest unoccupied orbital energy (alpha / beta) (eV): -0.89 / -0.86
Gap between HOMO and LUMO (alpha / beta) (Eh): 0.280 / 0.286

---

3.
Below is a 2-piece molecular cluster, C10H11FN5O4S overall in a non-equilibrium geometry, with properties calculated with ωB97M-V/def2-TZVPD.

CARTESIAN COORDINATES (ANGSTROEM)
N 0.7759 0.6905 3.0150
C 0.9846 0.6483 1.8787
C 1.2019 0.5885 0.3999
C 1.4695 -0.8919 0.0313
C 2.2562 -1.0071 -1.2822
F 3.4142 -0.2416 -1.1842
C -0.1267 1.1704 -0.1943
C -0.1143 2.6154 0.2246
N -0.0191 3.7414 0.4691
C -0.1893 1.1959 -1.7381
C -0.8925 0.0188 -2.4766
S -1.7140 -1.2695 -1.5021
C -3.1151 -0.5562 -0.7079
N -4.0676 -1.3418 -0.4288
N -5.0175 -0.5790 0.2198
C -4.5584 0.5903 0.2644
O -3.3483 0.7092 -0.3190
H 2.0648 1.2106 0.1617
H 2.1607 -1.2956 0.7866
H 0.5928 -1.5384 0.0564
H 1.6986 -0.6768 -2.1606
H 2.5992 -2.0398 -1.3839
H -0.9885 0.7414 0.3148
H -0.6990 2.1159 -2.0365
H 0.8378 1.3117 -2.1009
H -0.1837 -0.5034 -3.1244
H -1.6254 0.4516 -3.1648
H -5.1029 1.3877 0.7418
N 2.9283 -1.8109 3.8158
O 2.3253 -1.9638 2.7226
O 2.5391 -2.4207 4.8265
O 3.9134 -1.0511 3.8755

Lowest unoccupied orbital energy (eV): 2.02
Net charge: -1
Gap between HOMO and LUMO (Eh): 0.234

---

Question: Which formula does entry 1 have?
Answer: C2H2N4O2